(1)
Here is 9 unconnected molecules or ions with the total composition C28H66F2O19P2S5 in a non-equilibrium geometry from OMol25. Energies are from ωB97M-V/def2-TZVPD.

## Properties
- Highest occupied orbital energy: -8.53 eV
- Gap between HOMO and LUMO: 8.8900 eV
- E_tot: -147198.973 eV

ORCA input file:
```
! RIJCOSX wB97M-V def2-TZVPD def2/J DEFGRID3
* xyz 0 1
C 1.217 2.543 4.369
C 1.077 1.406 5.368
O 0.425 0.353 4.565
P -0.929 -0.180 5.058
O -1.638 -1.015 4.117
O -1.698 1.133 5.517
C -3.106 1.332 5.419
C -3.922 0.169 6.062
O -0.619 -0.916 6.429
C 0.350 -1.963 6.428
C 0.063 -2.931 7.522
H 0.239 2.934 3.955
H 1.788 3.367 4.830
H 1.730 2.283 3.431
H 1.965 0.934 5.721
H 0.477 1.677 6.265
H -3.349 2.256 5.877
H -3.367 1.445 4.357
H -4.105 -0.755 5.530
H -3.508 -0.163 7.021
H -4.969 0.579 6.206
H 0.285 -2.506 5.492
H 1.375 -1.536 6.499
H -0.143 -2.544 8.503
H -0.891 -3.358 7.217
H 0.899 -3.662 7.628
C 2.039 1.224 -8.533
C 2.662 0.570 -7.308
O 1.588 0.320 -6.414
P 1.874 0.321 -4.866
O 2.990 1.119 -4.326
O 0.488 0.804 -4.302
C 0.213 2.187 -4.168
C -0.774 2.747 -5.147
O 1.878 -1.222 -4.539
C 2.354 -1.574 -3.271
C 1.626 -2.843 -2.817
H 1.082 0.749 -8.844
H 1.856 2.319 -8.448
H 2.769 1.091 -9.303
H 3.076 -0.399 -7.650
H 3.447 1.192 -6.884
H -0.250 2.301 -3.181
H 1.148 2.705 -4.156
H -0.455 2.728 -6.211
H -1.630 2.087 -4.971
H -1.084 3.702 -4.941
H 3.454 -1.634 -3.334
H 2.117 -0.834 -2.479
H 1.650 -2.926 -1.742
H 0.576 -2.724 -3.088
H 2.047 -3.729 -3.257
C 3.797 1.502 0.046
S 3.863 3.293 0.332
O 5.160 3.434 1.037
C 4.014 3.727 -1.461
H 3.992 1.042 0.983
H 4.595 1.312 -0.675
H 2.875 1.107 -0.301
H 4.231 4.809 -1.528
H 3.136 3.527 -2.118
H 4.870 3.255 -1.953
C -1.655 2.751 -1.067
S -0.130 3.568 -0.634
O 1.063 2.643 -0.833
C 0.013 4.768 -2.057
H -1.515 1.811 -1.574
H -2.331 3.448 -1.556
H -2.036 2.454 -0.085
H -0.920 5.344 -2.026
H 0.081 4.325 -3.012
H 0.779 5.497 -1.812
C 3.710 -1.941 1.446
S 3.456 -1.069 3.021
O 3.000 -2.137 3.978
C 5.261 -0.954 3.417
H 2.821 -2.025 0.864
H 4.115 -2.941 1.652
H 4.370 -1.362 0.895
H 5.751 -0.211 2.747
H 5.698 -1.936 3.268
H 5.427 -0.693 4.456
C -2.210 -2.956 -3.855
S -3.938 -2.784 -3.664
O -4.210 -2.787 -2.200
C -3.941 -1.030 -4.075
H -1.894 -2.577 -2.903
H -1.885 -2.345 -4.725
H -1.893 -4.047 -3.818
H -3.088 -0.540 -3.616
H -4.882 -0.555 -3.800
H -3.868 -0.875 -5.127
C -2.269 -4.267 0.448
S -0.510 -3.849 0.593
O -0.390 -2.481 1.175
C -0.133 -5.017 1.968
H -2.412 -5.294 0.178
H -2.691 -3.517 -0.221
H -2.671 -4.085 1.448
H -0.770 -4.789 2.835
H 0.915 -4.951 2.138
H -0.279 -6.035 1.622
C -4.434 -0.018 0.483
C -5.307 -0.278 -0.730
O -5.360 0.989 -1.356
C -5.074 2.024 -0.380
O -5.207 3.151 -0.642
O -4.574 1.448 0.683
F -6.569 -0.603 -0.287
H -3.356 -0.151 0.299
H -4.902 -0.461 1.325
H -5.047 -1.022 -1.492
C 0.776 0.014 1.135
C -0.636 0.458 1.396
O -1.324 0.101 0.258
C -0.514 -0.567 -0.649
O -0.897 -1.147 -1.635
O 0.768 -0.497 -0.215
F -0.676 1.843 1.548
H 1.104 -0.821 1.766
H 1.462 0.882 1.215
H -1.093 -0.074 2.226
*
```

(2)
Here is a single C9H11N3O2 molecule in a non-equilibrium geometry from OMol25. Energies are from ωB97M-V/def2-TZVPD.

## Properties
- ΔE to the lowest compared entry with this formula, charge and spin: 175.48 kJ/mol
- Highest occupied orbital energy: -9.74 eV
- Gap between HOMO and LUMO: 9.5272 eV
- E_tot: -18073.919 eV

ORCA input file:
```
! RIJCOSX wB97M-V def2-TZVPD def2/J DEFGRID3
* xyz 0 1
C -2.909 -1.338 0.653
N -1.557 -0.938 0.200
C -1.269 0.390 0.122
O -1.936 1.287 0.590
C 0.065 0.668 -0.622
C -0.026 0.244 -2.046
N -0.108 -0.329 -3.052
C 0.468 2.116 -0.464
C 1.725 2.557 -0.398
C 2.811 1.516 -0.329
N 2.525 0.290 -0.253
C 1.294 -0.227 -0.011
O 1.142 -1.599 -0.305
C 1.928 -2.378 0.558
H -3.588 -0.503 0.449
H -3.096 -2.253 0.009
H -2.893 -1.590 1.807
H -1.007 -1.711 -0.223
H -0.482 2.676 -0.532
H 1.973 3.629 -0.400
H 3.756 1.928 -0.604
H 1.197 -0.159 1.220
H 2.985 -2.322 0.292
H 1.725 -3.509 0.347
H 1.582 -2.035 1.539
*
```

(3)
Here is 2 unconnected molecules or ions with the total composition FH3OSi in a non-equilibrium geometry from OMol25. Energies are from ωB97M-V/def2-TZVPD.

## Properties
- ΔE to the lowest compared entry with this formula, charge and spin: 304.11 kJ/mol
- Highest occupied orbital energy: -10.98 eV
- Gap between HOMO and LUMO: 9.6774 eV
- E_tot: -12690.700 eV

ORCA input file:
```
! RIJCOSX wB97M-V def2-TZVPD def2/J DEFGRID3
* xyz 0 1
O 0.950 0.663 -0.315
F -1.611 0.084 -0.481
Si -0.145 -0.406 0.014
H 0.701 2.071 0.161
H 0.597 -1.506 -0.842
H -0.491 -0.905 1.464
*
```

(4)
Here is a molecular structure, C15H15N7O4Zr in a non-equilibrium geometry from OMol25. Energies are from ωB97M-V/def2-TZVPD.

## Properties
- ΔE to the lowest compared entry with this formula, charge and spin: 106.13 kJ/mol
- Highest occupied orbital energy: -13.77 eV
- Gap between HOMO and LUMO: 5.6890 eV
- E_tot: -35683.482 eV

ORCA input file:
```
! RIJCOSX wB97M-V def2-TZVPD def2/J DEFGRID3
* xyz 2 1
Zr 0.571 0.239 0.186
O 0.027 1.644 -0.913
C 1.031 2.522 -1.130
C 1.257 2.964 -2.438
C 2.238 3.894 -2.728
C 3.026 4.424 -1.708
C 2.825 4.021 -0.406
C 1.843 3.064 -0.070
C 1.649 2.708 1.312
N 0.963 1.643 1.597
N 0.657 1.229 2.842
C -0.051 0.118 2.845
O -0.369 -0.489 1.706
C -0.474 -0.378 4.144
C -1.628 -1.150 4.314
C -2.032 -1.501 5.587
C -1.288 -1.110 6.696
C -0.124 -0.369 6.529
C 0.280 0.005 5.266
H 0.612 2.575 -3.215
H 2.388 4.211 -3.748
H 3.785 5.156 -1.939
H 3.441 4.430 0.382
H 2.066 3.325 2.109
H -2.213 -1.430 3.450
H -2.936 -2.071 5.732
H -1.616 -1.372 7.691
H 0.462 -0.077 7.386
H 1.177 0.582 5.111
N -1.182 -1.199 -1.228
N -0.527 -2.196 -1.991
C 0.806 -2.328 -1.856
N 1.539 -3.202 -2.506
N 1.275 -1.441 -0.956
N 2.520 -1.172 -0.675
O 2.601 -0.191 0.117
O 3.452 -1.774 -1.114
H -1.848 -1.622 -0.568
H -1.699 -0.558 -1.841
H -1.055 -2.793 -2.624
H 1.152 -3.856 -3.172
H 2.546 -3.214 -2.361
*
```

(5)
Here is a molecular structure, C28H28N2OPdS3 in a non-equilibrium geometry from OMol25. Energies are from ωB97M-V/def2-TZVPD.

## Properties
- Highest occupied orbital energy (alpha / beta): -13.98 / -14.12 eV
- Gap between HOMO and LUMO (alpha / beta): 8.8917 / 5.5634 eV
- E_tot: -70485.288 eV

ORCA input file:
```
! RIJCOSX wB97M-V def2-TZVPD def2/J DEFGRID3
* xyz 2 5
Pd 11.778 6.378 14.795
C 12.838 7.670 17.454
N 12.904 6.378 16.798
C 12.128 5.305 17.492
C 10.607 5.487 17.310
N 10.184 5.290 15.900
C 10.166 3.876 15.442
C 8.973 5.949 15.517
C 7.787 5.268 15.346
C 6.574 6.018 15.224
C 6.576 7.415 15.197
C 7.752 8.102 15.310
C 8.972 7.405 15.466
S 10.469 8.248 15.437
C 14.243 6.104 16.377
C 15.086 5.510 17.373
C 16.413 5.170 17.006
C 16.894 5.345 15.756
C 16.054 5.967 14.864
C 14.780 6.360 15.116
S 13.906 7.097 13.801
H 13.447 7.574 18.398
H 11.800 7.983 17.576
H 13.434 8.412 16.911
H 12.386 5.415 18.520
H 12.553 4.313 17.171
H 10.352 6.525 17.607
H 9.998 4.924 18.108
H 9.435 3.380 16.020
H 11.152 3.509 15.676
H 10.027 3.799 14.318
H 7.799 4.181 15.192
H 5.596 5.587 15.140
H 5.661 7.951 15.148
H 7.693 9.156 15.283
H 14.739 5.490 18.411
H 17.040 4.773 17.807
H 17.876 5.099 15.372
H 16.472 6.200 13.901
O 10.880 6.079 12.676
S 10.728 7.250 11.674
C 12.162 7.129 10.650
C 12.797 5.895 10.531
C 13.959 5.894 9.732
C 14.420 7.014 8.966
C 13.644 8.134 9.015
C 12.595 8.213 9.989
C 9.406 6.546 10.633
C 8.130 6.793 11.032
C 7.037 6.248 10.272
C 7.344 5.493 9.206
C 8.621 5.129 8.927
C 9.697 5.702 9.587
H 12.417 4.967 10.959
H 14.520 4.938 9.658
H 15.312 7.029 8.351
H 13.730 8.945 8.266
H 12.092 9.237 10.042
H 7.996 7.451 11.891
H 6.061 6.569 10.524
H 6.590 5.200 8.557
H 8.909 4.590 8.025
H 10.690 5.481 9.203
*
```

> Which of these has the lowest E_tot?

C28H66F2O19P2S5

> Which of these has the lowest E_tot?

C28H66F2O19P2S5